{
  "formula": "C24H31FN5O7PRuS2Te",
  "method": "ωB97M-V/def2-TZVPD",
  "species": ["Te", "Ru", "S", "S", "P", "F", "O", "O", "O", "O", "O", "O", "O", "N", "N", "N", "N", "N", "C", "C", "C", "C", "C", "C", "C", "C", "C", "C", "C", "C", "C", "C", "C", "C", "C", "C", "C", "C", "C", "C", "C", "C", "H", "H", "H", "H", "H", "H", "H", "H", "H", "H", "H", "H", "H", "H", "H", "H", "H", "H", "H", "H", "H", "H", "H", "H", "H", "H", "H", "H", "H", "H", "H"],
  "coordinates": [[-2.925, -0.059, -2.897], [0.339, -0.557, 0.725], [0.330, -1.556, 2.808], [0.414, -0.035, 5.422], [-0.649, 0.010, -2.381], [-2.895, -3.771, 4.038], [-1.065, -2.008, 0.073], [-1.232, -5.750, 5.089], [0.137, -1.383, -2.558], [0.221, 0.878, -3.428], [0.597, -6.468, 0.990], [0.993, -2.737, 0.076], [-0.266, 0.476, -0.981], [2.046, 0.105, -0.155], [0.879, 1.018, 3.107], [-1.014, -4.850, 1.163], [0.839, 0.950, 1.791], [-0.386, -6.114, 3.007], [-2.037, -4.448, 3.266], [0.543, -0.123, 3.704], [-1.914, -4.178, 1.967], [0.025, -2.099, -3.795], [3.916, 1.339, -1.736], [-1.222, -5.467, 3.914], [-1.537, 5.693, 1.618], [-0.978, 5.866, -0.818], [-0.232, 3.944, 0.529], [-0.203, -5.858, 1.660], [-1.331, 4.901, 0.319], [-0.768, -4.363, -0.195], [-0.256, 2.049, -4.096], [-0.011, -1.732, 5.848], [-2.612, 4.121, -0.015], [1.546, 2.063, 1.136], [2.699, -0.605, -1.078], [3.656, -0.014, -1.879], [2.300, 1.410, 0.006], [3.230, 2.064, -0.777], [-0.180, 3.251, -3.184], [0.925, -3.309, -3.716], [0.620, 3.132, 0.762], [-0.221, -2.958, -0.056], [0.206, -6.839, 3.386], [-0.095, 6.457, -0.566], [0.690, -3.914, -2.839], [-0.783, 5.330, -1.745], [0.787, -2.416, 5.569], [-2.489, -3.396, 1.489], [0.793, -3.928, -4.603], [0.323, -1.442, -4.615], [-1.813, 6.549, -0.983], [-1.020, -2.379, -3.946], [-3.441, 4.820, -0.141], [-2.861, 3.428, 0.789], [-1.760, 5.022, 2.448], [0.386, 2.164, -4.969], [-2.372, 6.385, 1.497], [2.408, -1.641, -1.169], [-0.801, 3.086, -2.304], [-0.539, 4.141, -3.705], [-1.281, 1.874, -4.433], [4.646, 1.827, -2.367], [-1.697, -4.351, -0.763], [2.270, 2.454, 1.858], [-0.644, 6.266, 1.870], [0.844, 3.426, -2.848], [4.170, -0.611, -2.618], [-0.132, -1.737, 6.929], [-0.945, -2.028, 5.375], [3.398, 3.123, -0.635], [-2.505, 3.543, -0.931], [1.973, -3.014, -3.653], [-0.039, -5.028, -0.649]],
  "lumo_energy_ev": [-1.043, -1.748],
  "total_energy_ev": -90727.9925,
  "homo_ev": [-7.08, -7.08],
  "molar_mass_g_mol": 844.32,
  "spin_multiplicity": 1,
  "relative_energy_ev": 0.859,
  "charge": 0
}